The following is a DFT calculation (ωB97M-V/def2-TZVPD) of a cluster of 2 separate species, CH2ClO2S in total in a non-equilibrium geometry.

XYZ file:
```
7
Properties=species:S:1:pos:R:3:forces:R:3
C 0.211 1.145 0.127 -3.9 -0.5 -3.5
O -0.682 1.213 -0.767 2.0 0.1 2.3
O 2.105 -1.776 -0.040 0.0 -0.4 0.2
S 2.296 -0.489 -0.797 -0.6 -0.3 -0.6
Cl 3.317 0.878 0.438 0.9 0.6 0.7
H 0.017 0.591 1.012 -0.1 -0.9 1.0
H 1.094 1.683 0.089 1.6 1.4 -0.1
```
Forces are in eV/Å.

Computed properties:
Total charge   -1
E_LUMO   3.88 eV
ΔE to the lowest compared entry with this formula, charge and spin   12.0 kcal per mole
Gap between HOMO and LUMO   0.2357 Eh
HOMO level   -2.537 eV
Electronic energy   -28522.0651 eV

natural (NBO) population analysis, charges in e, atoms 1 to 2:
1. C 0.232
2. O -0.624

The following is a DFT calculation (ωB97M-V/def2-TZVPD) of a cluster of 2 separate species, CH2F2N2 in total in a non-equilibrium geometry.

XYZ file:
```
7
Properties=species:S:1:pos:R:3:forces:R:3
C 0.386 -0.689 0.621 1.0 -0.6 -0.3
N -2.446 0.204 0.229 0.8 -0.4 -1.1
N 0.886 0.383 0.024 0.1 -1.2 -0.3
F 1.154 -1.819 0.227 -1.1 2.6 0.2
F 0.284 1.603 0.222 0.0 -0.8 0.1
H -1.782 -0.138 -0.551 -1.0 0.5 1.1
H 1.518 0.456 -0.772 0.1 0.0 0.3
```
Forces are in eV/Å.

Computed properties:
E_LUMO (spin up / spin down)   -0.86 / -0.89 eV
ΔE to the lowest compared entry with this formula, charge and spin   178.9 kcal per mole
Gap between HOMO and LUMO (spin up / spin down)   0.3528 / 0.3468 Eh
HOMO level (spin up / spin down)   -10.456 / -10.330 eV
Electronic energy   -9475.8567 eV

natural (NBO) population analysis, charges in e, atoms 1 to 2:
1. C 0.397
2. N -0.223

The following is a DFT calculation (ωB97M-V/def2-TZVPD) of an isolated molecule of CH2F2O2 in a non-equilibrium geometry.

XYZ file:
```
7
Properties=species:S:1:pos:R:3:forces:R:3
C -0.071 -0.118 0.040 -2.0 0.4 -7.7
O -0.723 0.248 1.034 -1.5 -0.8 4.5
O 1.207 -0.192 0.042 2.5 -0.7 1.8
F -0.692 -1.232 -0.563 1.1 0.5 1.1
F -0.353 0.896 -1.049 0.0 -0.6 1.0
H -0.918 1.159 1.142 0.0 1.3 -0.3
H 1.550 -0.760 -0.647 -0.1 -0.2 -0.4
```
Forces are in eV/Å.

Computed properties:
E_LUMO   0.58 eV
Structure (SMILES)   OC(O)(F)F
ΔE to the lowest compared entry with this formula, charge and spin   23.6 kcal per mole
Gap between HOMO and LUMO   0.4814 Eh
HOMO level   -12.524 eV
Electronic energy   -10599.1287 eV

natural (NBO) population analysis, charges in e, atoms 1 to 2:
1. C 1.117
2. O -0.678

The following is a DFT calculation (ωB97M-V/def2-TZVPD) of a cluster of 2 separate species, CH2F2O2 in total in a non-equilibrium geometry.

XYZ file:
```
7
Properties=species:S:1:pos:R:3:forces:R:3
C 0.580 -0.061 0.023 -4.2 4.6 -0.4
O -0.085 -1.136 -0.159 1.7 -1.9 -2.4
O -0.992 1.088 0.076 3.1 -1.2 1.1
F 1.218 0.060 1.147 0.1 0.3 0.1
F 1.186 0.475 -0.981 0.7 -0.8 -0.2
H -0.499 -1.286 0.653 -1.6 -0.8 2.1
H -1.406 0.860 -0.759 0.1 -0.2 -0.3
```
Forces are in eV/Å.

Computed properties:
E_LUMO   0.48 eV
ΔE to the lowest compared entry with this formula, charge and spin   65.5 kcal per mole
Gap between HOMO and LUMO   0.3874 Eh
HOMO level   -10.058 eV
Electronic energy   -10597.3148 eV

natural (NBO) population analysis, charges in e, atoms 1 to 2:
1. C 1.176
2. O -0.644

The following is a DFT calculation (ωB97M-V/def2-TZVPD) of a cluster of 2 separate species, CH2F2O2PS in total in a non-equilibrium geometry.

XYZ file:
```
9
Properties=species:S:1:pos:R:3:forces:R:3
C 0.061 -1.053 -0.206 2.0 1.0 1.5
O -0.010 0.924 2.181 0.7 0.4 -0.8
O 1.197 1.976 0.217 -0.4 -0.9 0.8
F -0.529 -2.009 0.595 -0.5 0.3 0.1
F 1.044 -1.759 -0.845 0.3 -0.1 -0.7
P -1.119 -0.190 -1.264 1.3 -0.4 -3.5
S 1.112 0.869 1.210 -1.1 -0.9 -0.7
H -0.182 0.918 -1.733 -1.1 -1.2 1.0
H -1.573 0.324 -0.155 -1.3 1.8 2.3
```
Forces are in eV/Å.

Computed properties:
Total charge   -1
E_LUMO (spin up / spin down)   3.89 / 3.89 eV
ΔE to the lowest compared entry with this formula, charge and spin   115.0 kcal per mole
Gap between HOMO and LUMO (spin up / spin down)   0.2461 / 0.2459 Eh
HOMO level (spin up / spin down)   -2.801 / -2.796 eV
Electronic energy   -30722.5512 eV

natural (NBO) population analysis, charges in e, atoms 1 to 2:
1. C 0.170
2. O -0.981

The following is a DFT calculation (ωB97M-V/def2-TZVPD) of a cluster of 2 separate species, CH2F3N2 in total in a non-equilibrium geometry.

XYZ file:
```
8
Properties=species:S:1:pos:R:3:forces:R:3
C 1.212 -0.895 0.184 0.0 -0.3 -0.6
N 0.147 -0.184 0.134 -0.8 1.3 0.1
N 3.321 0.120 0.343 -1.8 0.3 -1.6
F 1.237 -2.112 -0.160 0.0 -0.1 0.3
F 3.930 -0.258 1.391 0.4 -0.2 1.3
F 2.867 1.369 0.604 0.3 -0.4 0.2
H 0.417 0.788 0.323 -0.7 -0.1 0.1
H -0.921 -0.324 -0.055 2.6 -0.5 0.2
```
Forces are in eV/Å.

Computed properties:
Total charge   +1
E_LUMO (spin up / spin down)   -7.78 / -6.56 eV
ΔE to the lowest compared entry with this formula, charge and spin   53.1 kcal per mole
Gap between HOMO and LUMO (spin up / spin down)   0.3136 / 0.3804 Eh
HOMO level (spin up / spin down)   -16.317 / -16.910 eV
Electronic energy   -12187.0615 eV

natural (NBO) population analysis, charges in e, atoms 1 to 2:
1. C 0.792
2. N -0.758

The following is a DFT calculation (ωB97M-V/def2-TZVPD) of a cluster of 2 separate species, CH2F3NO2S in total in a non-equilibrium geometry.

XYZ file:
```
10
Properties=species:S:1:pos:R:3:forces:R:3
C 3.641 0.133 0.009 -1.8 -0.5 -1.2
N -0.361 0.138 0.105 1.9 3.6 1.9
O 1.127 0.029 -1.097 -1.0 1.3 -0.9
O -1.029 1.111 -0.199 -1.0 0.1 -0.7
F 2.900 1.108 0.612 1.4 -0.1 -0.5
F 4.490 0.574 -0.948 -0.6 0.6 0.9
F 4.388 -0.466 0.921 -0.3 -0.2 0.1
S 2.265 -0.936 -0.887 2.5 -1.3 1.1
H 0.306 0.320 0.858 0.2 -0.5 0.1
H -0.656 -0.766 0.001 -1.2 -3.1 -0.8
```
Forces are in eV/Å.

Computed properties:
E_LUMO (spin up / spin down)   -1.09 / -0.29 eV
ΔE to the lowest compared entry with this formula, charge and spin   95.2 kcal per mole
Gap between HOMO and LUMO (spin up / spin down)   0.2739 / 0.3195 Eh
HOMO level (spin up / spin down)   -8.543 / -8.984 eV
Electronic energy   -25637.5229 eV

natural (NBO) population analysis, charges in e, atoms 1 to 2:
1. C 0.817
2. N -0.031

The following is a DFT calculation (ωB97M-V/def2-TZVPD) of an isolated molecule of CH2F3NOS in a non-equilibrium geometry.

XYZ file:
```
9
Properties=species:S:1:pos:R:3:forces:R:3
C -1.233 -0.387 -0.808 1.4 1.2 3.1
N 0.556 0.607 1.305 -0.3 0.3 -3.7
O 1.577 -1.282 -0.604 -4.6 6.1 1.9
F -1.911 0.674 -0.433 -0.8 0.9 -0.1
F -1.611 -1.395 -0.038 0.2 -0.4 -0.4
F 0.935 1.297 -1.230 -0.8 -1.7 2.2
S 0.582 0.064 -0.149 4.4 -5.0 -1.4
H -1.284 -0.522 -1.830 0.1 -0.8 -2.2
H 0.652 -0.185 1.912 0.4 -0.7 0.5
```
Forces are in eV/Å.

Computed properties:
E_LUMO   -0.26 eV
Structure (SMILES)   N=[S@](=O)(F)C(F)F
ΔE to the lowest compared entry with this formula, charge and spin   94.0 kcal per mole
Gap between HOMO and LUMO   0.3944 Eh
HOMO level   -10.987 eV
Electronic energy   -23590.4791 eV

natural (NBO) population analysis, charges in e, atoms 1 to 2:
1. C 0.463
2. N -1.027

The following is a DFT calculation (ωB97M-V/def2-TZVPD) of a structure of composition CH2FLi2O.

XYZ file:
```
7
Properties=species:S:1:pos:R:3:forces:R:3
C 0.561 -0.463 -0.147 -0.4 -0.1 0.1
O -1.627 0.696 -0.185 -0.1 0.0 0.4
Li -1.596 -0.870 0.543 0.3 0.5 -0.4
Li -0.338 1.759 0.319 0.0 -0.5 -0.3
F 1.290 0.789 0.182 -0.4 -0.4 0.0
H 0.749 -0.650 -1.209 0.1 0.1 0.4
H 0.960 -1.261 0.496 0.5 0.4 -0.2
```
Forces are in eV/Å.

Computed properties:
E_LUMO (spin up / spin down)   -0.10 / -0.26 eV
ΔE to the lowest compared entry with this formula, charge and spin   45.9 kcal per mole
Spin multiplicity   2
Gap between HOMO and LUMO (spin up / spin down)   0.2548 / 0.2673 Eh
HOMO level (spin up / spin down)   -7.031 / -7.536 eV
Electronic energy   -6242.3295 eV
<S²>   0.76

natural (NBO) population analysis, charges in e, atoms 1 to 2:
1. C -0.376
2. O -1.286

The following is a DFT calculation (ωB97M-V/def2-TZVPD) of a structure of composition CH2FLiOV in a non-equilibrium geometry.

XYZ file:
```
7
Properties=species:S:1:pos:R:3:forces:R:3
C -1.242 0.871 0.007 -0.6 0.0 0.0
O 1.678 -0.649 -0.143 -1.7 2.4 0.7
V 0.849 0.958 0.152 2.1 -2.2 -0.6
Li 0.240 -1.635 0.105 0.0 0.1 -0.2
F -1.427 -0.607 0.010 0.0 -0.3 0.0
H -1.755 1.189 -0.912 0.1 -0.1 0.2
H -1.872 1.197 0.847 0.1 0.0 -0.2
```
Forces are in eV/Å.

Computed properties:
E_LUMO (spin up / spin down)   0.01 / -0.17 eV
Spin multiplicity   4
Gap between HOMO and LUMO (spin up / spin down)   0.2638 / 0.3373 Eh
HOMO level (spin up / spin down)   -7.167 / -9.346 eV
Electronic energy   -31725.1665 eV
<S²>   3.78

natural (NBO) population analysis, charges in e, atoms 1 to 2:
1. C -0.504
2. O -1.313